# 1
{"formula": "C25H23F12N3O5PdS", "method": "wB97M-V/def2-TZVPD", "lumo_energy_ev": [0.45, -3.49], "orbital_gap_ev": [8.533, 5.179], "spin_multiplicity": 5, "total_energy_ha": -3231.2960, "relative_energy_kcal_mol": 28.8, "e_homo_ev": [-8.08, -8.67], "elements": ["C", "F", "C", "N", "O", "C", "C", "C", "C", "H", "F", "F", "H", "C", "H", "F", "O", "H", "F", "H", "H", "C", "C", "F", "H", "H", "O", "S", "C", "C", "F", "C", "H", "H", "F", "H", "H", "H", "C", "C", "C", "F", "N", "F", "C", "N", "H", "O", "H", "C", "H", "C", "C", "H", "H", "C", "C", "C", "H", "Pd", "F", "O", "H", "H", "H", "C", "C", "C", "F", "H"], "xyz": [[3.2479, 5.1765, 0.2079], [2.8558, -0.4052, 1.3660], [3.1489, 5.2764, 1.7261], [-0.7914, -1.0153, -0.4190], [0.5313, -1.0666, 2.4198], [-1.0176, 2.6479, -2.7613], [0.9725, -3.9578, 0.9100], [2.5183, 3.8992, -0.1738], [-0.3332, -1.2025, 3.3294], [-5.7271, -0.9110, -4.0034], [3.3878, -2.0436, -2.1665], [-0.7545, 1.9195, -3.8459], [-3.4072, 1.6290, -3.0289], [1.9178, -1.8886, -0.2524], [4.2971, 5.1106, -0.0845], [4.2567, -1.5491, 0.2255], [1.5519, -0.7084, -0.7575], [0.9319, -6.5942, 1.5818], [-3.3721, 2.8293, -0.8332], [-5.2777, 0.7939, -4.1709], [-1.9399, -2.8908, -1.8440], [3.0489, -1.6196, 0.8043], [0.7636, -2.7305, 0.3145], [0.0051, 3.4848, -2.5929], [-1.5800, 1.7630, 2.8462], [-2.6085, -2.6238, 0.5442], [-0.0198, 1.6539, -0.9139], [2.9060, 2.6269, 1.1073], [-2.1062, 2.5837, -0.4848], [-3.7741, -0.4374, -3.2696], [3.1676, -2.4921, 1.7989], [-1.2289, 1.7662, -1.4771], [2.8025, 3.5059, -1.1453], [4.6901, 3.8297, 2.2016], [-2.0752, 3.4236, -3.0757], [2.1151, 5.4603, 2.0228], [3.2689, 3.7078, 3.2545], [-3.7614, -2.5791, -3.4418], [2.5548, -2.7429, -1.4047], [-2.0199, 0.5028, -1.8561], [-4.9078, -0.2268, -4.2184], [1.6032, -3.2338, -2.2083], [-1.1832, -0.0687, 3.5315], [-1.5481, 3.7579, -0.1813], [-3.0881, 0.6456, -2.7246], [-0.7702, 1.1635, 2.9789], [3.7661, 6.0796, 2.1287], [-0.5394, -2.1700, 4.0360], [-0.0716, 1.6435, 3.5534], [-1.6700, -0.8025, -1.4000], [1.4359, 4.0092, -0.1516], [-0.0892, -4.7154, 1.4052], [-2.2932, -1.8967, -2.0685], [-2.2194, -4.7704, 1.6577], [-4.5744, -0.4189, -5.2394], [0.1816, -6.0044, 2.1062], [-1.3808, -4.2180, 1.2612], [-1.6092, -3.0208, 0.6278], [1.9723, -4.3506, 1.0190], [0.3448, 0.4947, 0.8584], [-2.1749, 1.8822, 0.6752], [1.5847, 2.2955, 1.7360], [-0.7267, -6.5920, 2.2098], [2.8090, 6.0431, -0.2859], [-1.5580, -0.0346, 4.4772], [-3.3112, -1.7197, -2.9650], [3.6072, 3.9257, 2.2454], [-0.5499, -2.2405, 0.1315], [3.2450, -3.8061, -0.9547], [0.5695, -5.7834, 3.1011]], "lowdin_spin": [0.000, 0.000, 0.001, 0.529, 0.068, 0.010, 0.000, -0.001, 0.006, 0.005, 0.003, 0.001, -0.003, 0.063, 0.000, 0.004, 0.677, 0.002, 0.000, 0.000, 0.005, 0.014, 0.109, 0.002, 0.000, 0.001, 0.096, 0.004, 0.006, 0.139, 0.002, 0.020, 0.000, 0.001, 0.003, 0.000, 0.000, -0.003, 0.013, 0.121, 0.025, 0.002, 0.002, 0.001, -0.013, 0.081, 0.000, 0.008, 0.002, 0.042, 0.000, 0.081, 0.119, -0.001, 0.010, 0.015, -0.005, 0.074, -0.001, 1.554, -0.001, 0.049, 0.001, 0.000, 0.002, -0.012, 0.006, 0.052, 0.004, 0.006]}



# 2
{"formula": "C25H23LiN7O3S2Se", "method": "wB97M-V/def2-TZVPD", "lumo_energy_ev": 1.50, "orbital_gap_ev": 6.044, "total_energy_ha": -4780.9181, "relative_energy_kcal_mol": 40.9, "e_homo_ev": -4.55, "charge": -1, "elements": ["C", "Li", "C", "N", "C", "C", "O", "N", "H", "S", "H", "N", "Se", "C", "C", "C", "C", "H", "H", "O", "H", "C", "H", "H", "H", "H", "O", "H", "H", "H", "H", "C", "N", "C", "C", "C", "S", "H", "C", "H", "C", "C", "H", "C", "C", "N", "H", "N", "H", "C", "N", "H", "C", "H", "C", "H", "C", "C", "C", "H", "C", "H"], "xyz": [[-1.9993, 4.3989, 0.7956], [1.2340, 0.2162, 0.4057], [-0.7034, -1.9913, 1.4616], [-0.7166, -0.7420, 2.0100], [-1.9130, 3.3235, -1.3763], [-0.7713, -4.7184, 0.5092], [2.1932, 4.0890, -1.7102], [1.6463, -2.3492, 2.0307], [-0.2127, 4.6556, 1.8293], [2.6724, 3.2939, 2.6641], [1.0458, 1.2487, -2.9382], [-3.0080, -4.3213, -0.2398], [-2.5956, -6.0119, -0.6297], [2.7723, -4.3994, 1.3190], [1.5877, -4.9286, 0.8069], [1.8964, -1.2109, -2.4169], [-2.6621, 3.8586, -0.3094], [2.6477, -0.3908, -2.3398], [2.6267, -0.1466, 3.5788], [0.2193, -0.3557, -0.9278], [-3.3307, 0.5885, 0.6062], [2.6099, 0.8581, 3.1102], [-2.5320, 4.7593, 1.6230], [1.4840, -5.8828, 0.2611], [3.6521, -2.6481, 2.2362], [2.0527, -2.1040, -1.7611], [2.5230, 4.8720, 0.5741], [-4.4294, 4.0816, -1.3339], [-1.5957, 1.0697, 2.1974], [-1.6431, -1.2207, -2.3602], [0.0647, 3.1531, -2.1392], [0.4671, -4.1747, 0.9771], [2.2846, 2.4145, 0.1116], [-1.6950, 0.0698, 1.7531], [-0.5181, 3.3866, -1.2980], [0.4739, -0.7107, -2.2223], [1.9428, 3.9058, -0.3208], [-2.5367, 3.0482, -2.1780], [0.3567, 0.4943, -3.2207], [3.7619, -4.8348, 1.1549], [-2.8442, -1.5043, 0.2821], [2.3576, 2.1383, 1.3769], [-3.5310, -1.9603, -0.4362], [-0.6107, 4.3551, 0.8503], [2.7324, -3.1412, 1.9698], [2.3622, 0.8882, 1.7814], [-0.6589, 0.8850, -3.1907], [-4.0786, 3.8760, -0.4124], [-0.6050, -2.6924, -2.3307], [0.1395, 3.9190, -0.2288], [-0.9744, -5.9587, 0.0626], [-0.8575, -1.6734, -3.7988], [0.5121, -2.8759, 1.5305], [2.9550, 2.0434, 4.8062], [-1.8529, -2.3999, 0.6947], [-4.4793, 4.5588, 0.2203], [-1.9237, -3.8189, 0.2974], [-0.7147, -1.6506, -2.7098], [2.8103, 2.0196, 3.7765], [2.1324, -1.5729, -3.4005], [-2.7645, -0.2462, 0.8564], [0.5414, 0.1672, -4.2911]], "lowdin_charge": [-0.048, 0.553, -0.120, 0.109, -0.002, -0.312, -0.310, 0.139, 0.112, 1.037, 0.047, -0.233, 1.050, -0.042, -0.016, -0.066, -0.320, 0.091, 0.100, -0.327, 0.073, -0.305, 0.085, 0.123, 0.101, 0.079, -0.390, 0.073, 0.117, 0.053, 0.080, -0.139, -0.131, -0.128, -0.060, -0.767, 0.541, 0.093, -0.071, 0.100, -0.004, -0.760, 0.115, -0.059, -0.109, -0.055, 0.062, 0.069, 0.070, -0.262, -0.260, 0.059, -0.128, 0.030, -0.107, 0.074, -0.336, -0.045, -0.448, 0.053, -0.017, 0.089]}



# 3
{"formula": "C25H23N2O", "method": "wB97M-V/def2-TZVPD", "lumo_energy_ev": -3.81, "orbital_gap_ev": 7.253, "total_energy_ha": -1150.9513, "relative_energy_kcal_mol": 17.4, "e_homo_ev": -11.07, "charge": 1, "elements": ["C", "H", "H", "C", "H", "H", "C", "C", "H", "N", "C", "H", "C", "C", "C", "C", "C", "H", "C", "H", "C", "H", "C", "C", "H", "H", "H", "H", "H", "C", "H", "N", "C", "C", "H", "C", "C", "H", "C", "H", "C", "H", "H", "C", "H", "H", "H", "O", "C", "C", "C"], "xyz": [[-2.7450, -3.9551, -2.4868], [-1.6858, 0.6371, 1.6506], [1.2185, 3.6186, 0.4693], [-3.6914, -3.9582, -1.4579], [7.3105, 0.7714, -0.1953], [-0.0143, 4.4836, 5.0603], [-4.4935, -4.0863, -4.1464], [3.1561, 1.6640, 1.1872], [-4.7935, -4.0951, -5.1925], [6.7281, 1.1060, 0.5645], [-5.4507, -4.0952, -3.1283], [-0.3876, -1.7312, -3.5409], [-0.9586, 4.1827, 4.6012], [5.3638, 1.0611, 0.4367], [0.0912, -0.1415, -0.5089], [4.5316, 1.7452, 1.3490], [3.3577, 0.3226, -0.6819], [-1.6099, -3.0246, 0.3863], [4.7451, 0.3206, -0.5994], [5.3327, -0.1947, -1.3571], [-3.1347, -4.0521, -3.8308], [2.4900, 2.1558, 1.8926], [0.5508, 1.1549, -0.0868], [-0.4987, -1.1445, 0.3195], [2.8524, -0.2440, -1.4660], [7.1471, 1.7929, 1.1831], [-6.5101, -4.1064, -3.3760], [0.4138, 0.4011, -2.5750], [-5.7901, -4.0467, -0.9800], [0.1097, -0.4072, -1.9078], [0.6416, 4.9604, 2.4802], [2.5767, 1.0118, 0.1694], [-1.0366, 1.4775, 1.9110], [-0.6912, 3.4528, 3.3205], [0.8527, 1.8393, -0.9276], [-5.0520, -4.0450, -1.7891], [0.0304, 1.8751, 1.0313], [-2.0314, 1.8359, 3.8074], [0.5510, 3.1968, 1.2420], [-1.5694, 5.0845, 4.4877], [-1.0777, -2.2946, -0.2354], [-1.4748, 3.5083, 5.2877], [4.9360, 2.3786, 2.1366], [0.1915, 3.9710, 2.3420], [-3.3693, -3.8234, -0.4196], [-0.6280, -0.9965, 1.3971], [-2.3706, -3.9928, -4.6039], [-1.4006, -3.7141, -2.2017], [-0.9888, -2.5188, -1.6189], [-1.3166, 2.2229, 3.0617], [-0.4079, -1.5646, -2.4607]], "lowdin_charge": [-0.243, 0.109, 0.132, -0.012, 0.115, 0.089, -0.073, -0.081, 0.109, 0.135, -0.085, 0.135, -0.039, -0.290, -0.203, 0.015, -0.067, 0.121, 0.014, 0.121, -0.004, 0.111, -0.007, 0.007, 0.123, 0.116, 0.106, 0.124, 0.110, -0.021, 0.126, 0.046, 0.012, -0.247, 0.151, -0.070, -0.199, 0.127, -0.049, 0.096, 0.028, 0.081, 0.122, -0.021, 0.103, 0.111, 0.119, 0.004, -0.214, -0.019, 0.027]}



# 4
{"formula": "C25H23N2O5S2", "method": "wB97M-V/def2-TZVPD", "lumo_energy_ev": 2.61, "orbital_gap_ev": 5.732, "total_energy_ha": -2248.4943, "e_homo_ev": -3.13, "charge": -1, "elements": ["C", "H", "H", "H", "C", "S", "H", "H", "H", "H", "C", "H", "C", "C", "C", "C", "S", "H", "H", "H", "O", "C", "C", "C", "C", "H", "H", "H", "C", "C", "O", "C", "C", "H", "N", "H", "O", "H", "C", "H", "H", "N", "C", "O", "O", "C", "C", "H", "H", "C", "C", "C", "C", "H", "H", "C", "C"], "xyz": [[-2.6024, -0.1527, 2.3298], [-4.0428, 0.3526, -1.2633], [2.5060, -4.6557, 1.8123], [-2.7407, -3.4597, -2.2620], [-3.6477, 0.1968, -0.2511], [0.1998, 2.0803, 0.1411], [-1.4804, -4.6294, -1.8044], [3.9194, 5.0708, -1.0874], [-2.2127, -0.2221, 3.3464], [4.3686, 5.8259, 1.2465], [2.6003, -1.4148, 0.8113], [2.2316, -2.3496, 2.7088], [2.9134, -3.9716, -0.2154], [2.2816, 3.7949, -0.5111], [3.5402, 5.1456, 1.0472], [2.4513, -2.5148, 1.6557], [2.3431, 0.2421, 1.4572], [-5.8479, 1.8175, -0.9866], [2.1177, 3.3998, -1.5118], [-7.3973, 1.1361, -0.3650], [-5.7796, 0.7371, 0.8151], [3.3049, 4.7132, -0.2600], [-0.2865, -0.4149, 1.3016], [0.5426, -2.1368, -3.9492], [2.9236, -1.5780, -0.5350], [3.0542, -4.9773, -0.6157], [1.0863, 3.4150, 2.6607], [-1.9046, -3.2793, -0.6457], [1.6938, 3.7913, 1.8399], [0.7424, -1.2607, -2.8227], [3.2977, 1.0564, 0.7230], [-1.7953, -3.5726, -1.6966], [-2.3007, -0.0858, -0.0779], [0.0983, -1.2324, 1.9186], [-0.1223, -1.6331, -1.8199], [-1.6195, -0.1397, -0.9313], [-0.9962, 2.6436, 0.6951], [-4.6435, 0.2534, 3.0143], [1.4936, 3.3188, 0.5331], [1.4862, -0.4645, -2.8039], [3.0677, -0.6977, -1.1601], [-0.4108, -3.0414, -3.6144], [-4.4780, 0.3396, 0.8881], [2.3705, 0.1718, 2.8864], [0.2934, 1.7063, -1.2702], [-3.9427, 0.1540, 2.1842], [-6.3322, 0.9464, -0.5145], [2.9103, 5.0500, 3.1132], [3.3525, -2.9947, -2.1032], [-0.7820, -2.7341, -2.3332], [2.7284, 4.6994, 2.0941], [3.0794, -2.8646, -1.0529], [-1.7360, -0.2445, 1.1978], [-6.1788, 0.0505, -1.1370], [1.0415, -2.1054, -4.9228], [0.6365, 0.5207, 0.9642], [2.6038, -3.8018, 1.1383]], "lowdin_charge": [-0.023, 0.108, 0.100, 0.064, 0.004, 0.720, 0.064, 0.104, 0.113, 0.099, -0.284, 0.107, -0.072, -0.065, -0.086, -0.083, 0.687, 0.096, 0.115, 0.084, -0.104, -0.071, -0.030, -0.248, -0.062, 0.102, 0.120, 0.056, -0.058, -0.252, -0.303, -0.092, -0.036, 0.125, 0.036, 0.092, -0.285, 0.113, -0.276, 0.058, 0.109, 0.001, -0.272, -0.303, -0.305, -0.016, -0.067, 0.104, 0.111, -0.508, -0.076, -0.061, -0.222, 0.091, 0.052, -0.293, -0.081]}



M / g/mol: 811.94 619.54 367.47 495.60